[1]
Entry from the Open Molecules 2025 dataset: C32H92BInNO24 as an isolated structure (ωB97M-V with the def2-TZVPD basis set).

Computed properties:
net charge: -1
spin multiplicity: 1
LUMO energy: 1.73 eV

Each line ends with the Mulliken charge.
Positions of all 151 atoms, in Å:
C1 4.227 5.533 2.653  -0.75
C2 3.372 5.855 1.386  -0.46
B1 3.496 4.652 0.376  -0.30
O1 4.748 4.480 -0.249  -0.37
In1 1.782 3.171 -0.107  0.93
C3 0.031 4.198 -1.030  -1.06
O2 -0.940 3.175 -1.316  -0.27
C4 -2.279 3.523 -1.208  -0.30
O3 -2.832 3.069 -0.001  -0.39
C5 -3.009 1.668 -0.002  -0.11
C6 -3.558 1.195 1.315  0.77
O4 -2.485 0.712 2.121  -0.18
C7 2.625 1.648 -1.552  -1.48
C8 2.118 0.274 -1.465  0.57
O5 2.200 -0.571 -2.300  -0.62
O6 1.444 -0.080 -0.278  0.37
C9 1.893 -1.200 0.308  0.50
C10 3.361 -1.340 0.522  -1.02
O7 1.101 -2.031 0.653  -0.73
C11 1.067 2.360 1.843  0.28
C12 1.573 1.242 2.513  -0.05
C13 1.022 0.839 3.721  -0.59
N1 0.021 1.465 4.343  -0.71
C14 -0.440 2.549 3.722  -0.57
C15 0.028 3.021 2.501  -0.12
H1 4.726 4.573 2.553  0.21
H2 3.568 5.520 3.511  0.31
H3 4.976 6.305 2.749  0.05
H4 2.327 5.982 1.645  0.20
H5 3.736 6.783 0.952  0.47
H6 4.856 3.543 -0.420  0.14
H7 0.328 4.679 -1.962  0.30
H8 -0.358 4.942 -0.338  0.49
H9 -2.852 3.103 -2.035  0.20
H10 -2.397 4.603 -1.253  0.42
H11 -3.687 1.373 -0.806  0.28
H12 -2.076 1.129 -0.164  0.05
H13 -4.301 0.420 1.157  -0.94
H14 -4.071 2.005 1.837  0.25
H15 -2.850 0.114 2.777  0.08
H16 3.710 1.662 -1.515  0.27
H17 2.366 1.975 -2.555  0.41
H18 3.742 -2.151 -0.088  0.35
H19 3.549 -1.549 1.568  0.40
H20 3.899 -0.433 0.281  0.30
H21 2.395 0.693 2.081  0.43
H22 1.419 -0.046 4.207  0.44
H23 -1.240 3.087 4.216  0.38
H24 -0.432 3.896 2.066  0.24
C16 -1.061 -4.709 -0.756  -0.10
O8 0.329 -4.446 -0.775  -0.44
H25 -1.213 -5.703 -1.175  -0.10
H26 -1.444 -4.689 0.269  0.26
H27 -1.611 -3.983 -1.365  0.07
H28 0.458 -3.564 -0.400  0.36
C17 -0.985 -2.390 -3.787  -0.48
O9 -2.198 -3.030 -4.202  -0.49
H29 -0.963 -1.403 -4.237  0.29
H30 -0.954 -2.284 -2.702  0.09
H31 -0.113 -2.955 -4.123  0.31
H32 -2.222 -3.904 -3.803  0.29
C18 -1.148 -2.492 3.617  -0.34
O10 0.167 -3.016 3.504  -0.57
H33 -1.669 -3.046 4.397  0.36
H34 -1.121 -1.433 3.891  0.16
H35 -1.692 -2.604 2.675  0.08
H36 0.592 -2.508 2.805  0.27
C19 -4.776 5.517 -4.167  -0.58
O11 -3.876 4.494 -3.764  -0.40
H37 -5.495 5.653 -3.363  0.21
H38 -4.252 6.462 -4.335  0.26
H39 -5.314 5.237 -5.078  0.24
H40 -3.234 4.369 -4.468  0.26
C20 -5.705 -4.273 -3.709  -0.40
O12 -5.253 -3.864 -4.997  -0.52
H41 -6.759 -4.527 -3.794  0.30
H42 -5.150 -5.156 -3.378  0.17
H43 -5.588 -3.472 -2.974  0.14
H44 -4.320 -3.643 -4.920  0.33
C21 -6.314 -0.378 -2.550  -0.62
O13 -5.870 -0.003 -1.251  -0.36
H45 -5.480 -0.857 -3.055  0.14
H46 -7.148 -1.084 -2.496  0.27
H47 -6.622 0.497 -3.129  0.32
H48 -6.602 0.423 -0.799  0.24
C22 7.380 8.231 4.825  -0.62
O14 6.242 7.936 4.016  -0.44
H49 7.727 7.305 5.269  0.17
H50 8.185 8.660 4.220  0.33
H51 7.109 8.929 5.621  0.28
H52 5.940 8.762 3.630  0.23
C23 -7.325 -0.901 2.556  -0.87
O15 -6.309 0.095 2.612  -0.46
H53 -6.908 -1.765 2.047  0.30
H54 -7.642 -1.200 3.558  0.32
H55 -8.196 -0.547 1.996  0.34
H56 -6.671 0.864 3.061  0.25
C24 6.475 8.414 0.022  -0.30
O16 5.373 7.739 -0.570  -0.45
H57 6.449 9.455 -0.295  0.28
H58 6.417 8.372 1.115  -0.03
H59 7.415 7.964 -0.309  0.26
H60 5.409 6.819 -0.282  0.20
C25 -0.855 -8.724 -0.564  -0.51
O17 0.539 -8.434 -0.596  -0.46
H61 -0.996 -9.724 -0.966  0.26
H62 -1.233 -8.694 0.461  0.26
H63 -1.410 -8.012 -1.179  0.18
H64 0.669 -7.547 -0.245  0.28
C26 7.415 -0.475 1.575  -0.65
O18 6.198 0.106 1.122  -0.35
H65 7.162 -1.394 2.098  0.23
H66 8.075 -0.715 0.737  0.29
H67 7.938 0.193 2.265  0.26
H68 6.418 0.920 0.661  0.21
C27 -4.641 -2.711 2.492  -0.60
O19 -5.739 -1.956 1.986  -0.29
H69 -5.044 -3.584 2.999  0.40
H70 -3.991 -3.040 1.677  0.20
H71 -4.057 -2.121 3.202  0.22
H72 -5.379 -1.185 1.537  0.22
C28 -4.757 -7.864 -5.247  -0.48
O20 -6.025 -7.316 -5.586  -0.43
H73 -4.918 -8.885 -4.910  0.23
H74 -4.091 -7.877 -6.113  0.27
H75 -4.286 -7.294 -4.442  0.12
H76 -5.879 -6.409 -5.880  0.29
C29 8.744 4.349 -0.094  -0.53
O21 7.974 5.301 -0.811  -0.51
H77 9.794 4.578 -0.262  0.26
H78 8.538 4.402 0.980  0.24
H79 8.545 3.332 -0.446  0.21
H80 7.043 5.097 -0.657  0.30
C30 6.643 6.749 7.923  -0.47
O22 7.998 7.189 7.793  -0.50
H81 6.179 6.782 6.942  0.16
H82 6.612 5.725 8.302  0.28
H83 6.094 7.408 8.601  0.25
H84 8.391 7.158 8.668  0.28
C31 -9.775 -7.567 -7.073  -0.52
O23 -9.371 -7.079 -5.803  -0.48
H85 -10.811 -7.275 -7.224  0.23
H86 -9.167 -7.137 -7.874  0.24
H87 -9.706 -8.658 -7.119  0.24
H88 -8.452 -7.339 -5.672  0.29
C32 3.441 -10.937 -0.987  -0.51
O24 3.013 -9.972 -1.933  -0.49
H89 4.486 -11.161 -1.193  0.22
H90 3.358 -10.553 0.034  0.24
H91 2.861 -11.862 -1.069  0.23
H92 2.090 -9.771 -1.741  0.28

[2]
Entry from the Open Molecules 2025 dataset: one molecule with the formula C4H6ClFN2 (ωB97M-V with the def2-TZVPD basis set).

Computed properties:
spin multiplicity: 1
LUMO energy: 0.82 eV
relative energy (zero: lowest compared OMol25 entry of this formula, charge and spin): 25.03 kcal per mole

Each line ends with the Mulliken charge.
Positions of all 14 atoms, in Å:
F1 2.680 -0.833 0.633  -0.27
C1 1.865 -0.819 -0.421  -0.35
C2 0.620 -0.055 -0.199  0.35
N1 0.542 1.133 -0.553  -0.53
N2 -0.570 1.747 0.079  -0.30
C3 -1.495 0.669 0.386  -0.64
C4 -0.619 -0.527 0.587  0.23
Cl1 -1.258 -2.043 -0.183  -0.21
H1 1.522 -1.846 -0.612  0.21
H2 2.466 -0.425 -1.268  0.25
H3 -0.910 2.465 -0.569  0.27
H4 -2.268 0.887 1.086  0.36
H5 -2.043 0.465 -0.609  0.28
H6 -0.533 -0.819 1.642  0.36

[3]
Entry from the Open Molecules 2025 dataset: one molecule with the formula C15H21NO4 (ωB97M-V with the def2-TZVPD basis set).

Computed properties:
spin multiplicity: 1
LUMO energy: 0.71 eV
relative energy (zero: lowest compared OMol25 entry of this formula, charge and spin): 0.00 kcal per mole

Each line ends with the Mulliken charge.
Positions of all 41 atoms, in Å:
C1 -5.906 -2.449 -1.785  -1.43
C2 -5.148 -1.642 -0.740  -0.10
C3 -6.023 -0.548 -0.132  -0.56
C4 -5.318 0.208 0.992  -0.62
O1 -4.200 0.946 0.501  -0.42
C5 -2.976 0.413 0.708  0.67
O2 -2.758 -0.593 1.327  -0.61
N1 -2.055 1.224 0.107  -0.10
C6 -0.673 1.074 0.034  1.06
C7 -0.005 -0.012 0.597  -0.64
C8 1.366 -0.114 0.479  -0.66
C9 2.094 0.861 -0.197  0.07
C10 3.563 0.783 -0.355  0.63
O3 4.231 1.616 -0.921  -0.63
O4 4.079 -0.326 0.193  -0.21
C11 5.488 -0.506 0.072  -0.65
C12 5.813 -1.976 0.298  -0.15
C13 7.309 -2.232 0.182  -1.27
C14 1.424 1.950 -0.753  -1.01
C15 0.056 2.056 -0.640  -0.46
H1 -5.265 -3.216 -2.212  0.39
H2 -6.254 -1.804 -2.590  0.33
H3 -6.771 -2.935 -1.338  0.35
H4 -4.796 -2.304 0.053  0.33
H5 -4.268 -1.189 -1.203  0.17
H6 -6.317 0.162 -0.908  0.29
H7 -6.930 -0.992 0.284  0.34
H8 -5.989 0.946 1.439  0.33
H9 -4.968 -0.488 1.761  0.36
H10 -2.441 2.040 -0.350  0.18
H11 -0.568 -0.767 1.120  0.53
H12 1.882 -0.956 0.912  0.46
H13 5.805 -0.176 -0.924  0.36
H14 5.990 0.125 0.815  0.28
H15 5.273 -2.572 -0.440  0.27
H16 5.457 -2.266 1.288  0.29
H17 7.524 -3.285 0.344  0.37
H18 7.855 -1.652 0.922  0.33
H19 7.670 -1.954 -0.805  0.33
H20 1.999 2.701 -1.272  0.45
H21 -0.461 2.900 -1.075  0.34

[4]
Entry from the Open Molecules 2025 dataset: C2H4N2OS as an isolated structure (ωB97M-V with the def2-TZVPD basis set).

Computed properties:
spin multiplicity: 1
LUMO energy (spin up / spin down): -1.35 / -0.39 eV
relative energy (zero: lowest compared OMol25 entry of this formula, charge and spin): 159.51 kcal per mole

Each line ends with the Mulliken charge.
Positions of all 10 atoms, in Å:
C1 1.147 -0.494 -0.691  -0.11
C2 -0.070 0.044 0.001  -0.19
N1 1.950 -1.180 0.015  -0.34
N2 0.165 -0.272 1.400  -0.32
O1 0.406 -3.550 1.387  -0.41
S1 1.459 -1.347 1.563  0.21
H1 1.340 -0.329 -1.739  0.36
H2 -0.157 1.132 -0.119  0.25
H3 -0.974 -0.425 -0.411  0.24
H4 -0.644 -0.477 1.967  0.30

[5]
Entry from the Open Molecules 2025 dataset: C27H31F5N2S6SiW as an isolated structure (ωB97M-V with the def2-TZVPD basis set).

Computed properties:
spin multiplicity: 1
LUMO energy (spin up / spin down): -0.47 / -0.44 eV
relative energy (zero: lowest compared OMol25 entry of this formula, charge and spin): 15.71 kcal per mole

Each line ends with the Mulliken charge.
Positions of all 73 atoms, in Å:
W1 -0.047 0.335 0.149  1.34
S1 -0.350 -0.233 2.415  -0.42
C1 0.533 -1.703 2.765  0.85
C2 0.351 -2.406 3.958  -0.80
C3 1.067 -3.561 4.198  -0.52
C4 1.981 -4.027 3.249  -0.65
C5 2.169 -3.335 2.070  -0.82
C6 1.444 -2.165 1.824  0.11
S2 1.666 -1.288 0.325  -0.78
H1 -0.365 -2.044 4.683  0.49
H2 0.915 -4.109 5.118  0.38
H3 2.539 -4.935 3.432  0.38
H4 2.869 -3.694 1.327  0.48
C7 3.906 1.899 1.312  -0.73
C8 3.769 1.127 0.009  -1.14
S3 2.223 1.281 -0.927  0.27
C9 2.128 3.079 -1.043  -1.29
C10 1.341 3.789 0.058  -0.95
S4 0.171 2.727 0.945  0.27
C11 0.540 3.014 2.684  -0.94
C12 1.980 2.806 3.158  -0.98
S5 2.797 1.297 2.610  0.09
H5 3.742 2.965 1.154  0.23
H6 4.938 1.790 1.652  0.55
H7 3.886 0.059 0.183  0.54
H8 4.559 1.433 -0.681  0.60
H9 1.676 3.290 -2.007  0.44
H10 3.152 3.454 -1.068  0.68
H11 0.764 4.597 -0.389  0.54
H12 1.999 4.225 0.808  0.41
H13 -0.137 2.347 3.216  0.39
H14 0.234 4.042 2.899  0.61
H15 1.955 2.772 4.249  0.46
H16 2.600 3.667 2.902  0.42
C13 -3.087 2.570 1.206  -1.15
C14 -3.301 1.163 0.750  0.66
C15 -4.563 0.605 0.774  -0.92
C16 -4.737 -0.707 0.326  -0.93
C17 -3.677 -1.437 -0.143  -0.80
C18 -2.407 -0.824 -0.152  0.49
N1 -2.261 0.446 0.294  0.30
N2 -1.207 -1.311 -0.527  0.77
Si1 -1.094 -2.941 -1.227  0.37
C19 -2.321 -3.035 -2.656  -1.35
C20 -1.548 -4.149 0.133  -1.06
C21 0.587 -3.472 -1.858  -1.17
H17 -4.051 3.049 1.370  0.48
H18 -2.527 3.142 0.470  0.22
H19 -2.529 2.595 2.145  0.09
H20 -5.398 1.192 1.123  0.42
H21 -5.725 -1.150 0.344  0.44
H22 -3.804 -2.447 -0.495  0.35
H23 -3.276 -3.481 -2.379  0.38
H24 -1.905 -3.640 -3.463  0.46
H25 -2.527 -2.042 -3.060  0.35
H26 -2.531 -3.984 0.572  0.35
H27 -0.808 -4.075 0.935  0.17
H28 -1.521 -5.172 -0.250  0.39
H29 1.303 -2.678 -2.012  0.20
H30 0.443 -3.990 -2.808  0.46
H31 1.032 -4.176 -1.153  0.28
F1 0.579 0.392 -7.520  -0.31
C22 0.316 0.675 -6.245  0.67
C23 0.666 -0.210 -5.243  -0.20
F2 1.272 -1.359 -5.549  -0.30
C24 0.390 0.094 -3.918  -0.95
F3 0.753 -0.801 -3.002  -0.12
C25 -0.240 1.265 -3.539  1.11
S6 -0.647 1.740 -1.888  -0.24
C26 -0.579 2.138 -4.574  0.00
F4 -1.184 3.300 -4.301  -0.33
C27 -0.314 1.863 -5.903  0.23
F5 -0.660 2.732 -6.853  -0.30

[6]
Entry from the Open Molecules 2025 dataset: a 3-piece molecular cluster, CH6N2O2 overall (ωB97M-V with the def2-TZVPD basis set).

Computed properties:
spin multiplicity: 1
LUMO energy: 0.98 eV
relative energy (zero: lowest compared OMol25 entry of this formula, charge and spin): 91.20 kcal per mole

Each line ends with the Mulliken charge.
Positions of all 11 atoms, in Å:
C1 2.654 0.272 0.625  0.12
N1 0.109 -1.851 0.527  -0.38
N2 -1.557 1.558 -0.272  -0.66
O1 0.579 -0.886 -0.475  -0.40
O2 3.180 0.451 -0.354  -0.14
H1 0.275 -2.791 0.162  0.24
H2 0.499 -1.590 1.330  0.22
H3 -1.703 2.552 -0.476  0.21
H4 -1.960 1.546 0.581  0.18
H5 -1.925 1.029 -0.998  0.26
H6 -0.151 -0.291 -0.650  0.35

[7]
Entry from the Open Molecules 2025 dataset: C38H53CeN4OP2 as an isolated structure (ωB97M-V with the def2-TZVPD basis set).

Computed properties:
net charge: +3
spin multiplicity: 1
LUMO energy (spin up / spin down): -10.29 / -10.28 eV
relative energy (zero: lowest compared OMol25 entry of this formula, charge and spin): 0.00 kcal per mole

Each line ends with the Mulliken charge.
Positions of all 99 atoms, in Å:
C1 1.054 2.582 1.563  -0.05
C2 -0.639 2.653 -0.040  -0.62
C3 0.961 3.960 1.772  -1.04
C4 -0.734 4.037 0.079  -0.48
C5 0.074 4.705 1.004  -1.15
H1 1.647 4.425 2.482  0.63
H2 -1.432 4.573 -0.568  0.63
H3 0.020 5.788 1.100  0.51
N1 0.203 1.924 0.738  1.59
P1 2.708 0.238 1.357  0.31
P2 -2.490 0.368 -0.352  -0.27
C6 2.226 1.820 2.197  -1.34
H4 3.100 2.494 2.174  0.61
H5 2.022 1.627 3.265  0.68
C7 -1.429 1.873 -1.094  -1.26
H6 -2.177 2.507 -1.589  1.42
C8 -3.288 -0.534 -1.824  2.17
C9 -3.822 1.012 0.790  2.25
C10 3.933 0.812 0.015  1.68
C11 3.483 -0.893 2.668  1.83
C12 -2.363 -1.719 -2.194  -1.50
H7 -2.175 -2.381 -1.333  0.21
H8 -2.863 -2.334 -2.956  0.66
H9 -1.395 -1.399 -2.605  0.16
C13 -4.674 -1.112 -1.481  -1.70
H10 -4.633 -1.793 -0.622  0.29
H11 -5.422 -0.330 -1.301  0.32
H12 -5.022 -1.696 -2.347  0.58
C14 -3.430 0.414 -3.026  -1.43
H13 -3.931 -0.135 -3.838  0.57
H14 -4.054 1.286 -2.796  0.20
H15 -2.461 0.767 -3.404  0.21
C15 -4.396 -0.207 1.556  -1.60
H16 -3.642 -0.992 1.711  0.22
H17 -4.752 0.122 2.541  0.48
H18 -5.258 -0.642 1.042  0.44
C16 -3.164 1.955 1.816  -1.65
H19 -2.338 1.470 2.348  -0.02
H20 -2.789 2.870 1.341  0.40
H21 -3.926 2.238 2.560  0.72
C17 -4.921 1.794 0.037  -1.52
H22 -4.681 2.011 -1.011  0.23
H23 -5.879 1.259 0.062  0.44
H24 -5.093 2.764 0.529  0.38
C18 3.902 -2.220 2.002  -1.65
H25 4.163 -2.945 2.787  0.52
H26 3.101 -2.659 1.388  0.11
H27 4.799 -2.108 1.380  0.34
C19 2.410 -1.185 3.737  -1.56
H28 2.107 -0.274 4.269  0.33
H29 1.514 -1.669 3.331  0.11
H30 2.847 -1.871 4.480  0.65
C20 4.693 -0.268 3.385  -1.62
H31 4.852 -0.829 4.322  0.48
H32 5.627 -0.356 2.813  0.40
H33 4.525 0.786 3.649  0.29
C21 3.243 1.852 -0.909  -1.71
H34 4.008 2.532 -1.316  0.60
H35 2.732 1.371 -1.755  0.31
H36 2.504 2.474 -0.393  0.28
C22 4.319 -0.407 -0.848  -1.60
H37 3.432 -0.903 -1.274  0.26
H38 4.951 -0.072 -1.683  0.49
H39 4.888 -1.157 -0.291  0.29
C23 5.184 1.447 0.647  -1.43
H40 4.944 2.298 1.299  0.30
H41 5.772 0.723 1.224  0.30
H42 5.829 1.818 -0.166  0.53
Ce1 0.189 -0.664 0.169  0.14
C24 -0.722 -0.418 2.547  0.51
O1 -1.052 -0.405 3.662  -0.23
N2 0.202 0.173 -1.799  -0.03
C25 -0.414 1.277 -2.100  0.04
C26 -0.142 1.978 -3.368  0.38
C27 0.567 1.258 -4.349  -0.14
C28 -0.575 3.295 -3.644  0.05
C29 0.786 1.813 -5.609  -1.03
H43 0.914 0.251 -4.097  0.43
C30 -0.317 3.862 -4.893  -0.99
H44 -1.102 3.870 -2.878  0.28
C31 0.348 3.119 -5.881  -0.51
H45 1.299 1.221 -6.371  0.44
H46 -0.638 4.888 -5.090  0.46
H47 0.526 3.566 -6.858  0.46
N3 0.815 -5.167 -0.379  -0.01
C32 0.966 -3.845 -0.584  -0.75
N4 0.143 -3.152 0.240  0.67
C33 -0.552 -4.101 1.023  0.37
C34 -1.509 -3.941 2.034  -0.35
C35 -2.034 -5.110 2.613  -0.86
C36 -1.584 -6.385 2.218  -0.59
C37 -0.609 -6.527 1.216  -1.04
C38 -0.129 -5.366 0.640  0.78
H48 1.318 -5.910 -0.856  0.27
H49 1.611 -3.408 -1.350  0.56
H50 -1.795 -2.927 2.336  0.17
H51 -2.799 -5.043 3.392  0.46
H52 -1.995 -7.276 2.697  0.43
H53 -0.218 -7.485 0.875  0.45

[8]
Entry from the Open Molecules 2025 dataset: one molecule with the formula C4H7NS (ωB97M-V with the def2-TZVPD basis set).

Computed properties:
spin multiplicity: 1
LUMO energy: 0.95 eV
relative energy (zero: lowest compared OMol25 entry of this formula, charge and spin): 77.44 kcal per mole

Each line ends with the Mulliken charge.
Positions of all 13 atoms, in Å:
C1 -0.288 1.396 0.127  -0.65
S1 -1.563 -0.009 -0.009  -0.14
C2 -0.266 -1.392 -0.132  -0.65
C3 0.903 -0.610 0.435  -0.17
N1 2.150 0.066 0.092  -0.57
C4 0.888 0.607 -0.396  0.06
H1 -0.618 2.221 -0.530  0.35
H2 -0.199 1.736 1.178  0.33
H3 -0.621 -2.212 0.484  0.35
H4 -0.168 -1.721 -1.168  0.30
H5 0.746 -0.416 1.504  0.27
H6 2.675 -0.330 -0.710  0.29
H7 0.722 0.402 -1.461  0.24